Below is a cluster of 12 separate species, C58H60N12 in total, with properties calculated with ωB97M-V/def2-TZVPD.

Output
- Lowest unoccupied orbital energy: 0.01687 Eh
- E_HOMO: -8.208 eV
- Calculated total energy: -2902.9784 a.u.
- SMILES: c1cc[nH]c1.c1cc[nH]c1.c1ccncc1.c1ccncc1.c1ccncc1.c1ccncc1.c1ccncc1.c1ccncc1.c1ccncc1.c1ccncc1.c1ccncc1.c1ccncc1
- Charge: 0
- HOMO-LUMO gap: 8.7 eV

Each line ends with the Mulliken charge.
Atoms and positions in Å:
C1 -2.2098 4.7758 2.9210  -1.099
C2 -1.5481 5.9244 2.6203  -0.612
C3 -0.4229 5.5493 1.9902  -0.527
N1 -0.3337 4.2067 2.0648  0.526
C4 -1.4594 3.6781 2.5972  0.030
H1 -3.1163 4.7699 3.5081  0.424
H2 -1.7672 6.9629 2.8201  0.440
H3 0.4792 6.0124 1.6184  0.416
H4 0.4454 3.7011 1.6681  -0.115
H5 -1.6172 2.6102 2.6306  0.479
C5 0.7173 3.2224 -3.2129  0.112
C6 1.2872 4.5033 -2.9453  -0.948
C7 2.2435 4.7305 -3.9498  -0.793
N2 2.1801 3.6520 -4.7554  0.058
C8 1.3882 2.7378 -4.2357  -0.405
H6 -0.1018 2.8558 -2.6120  0.473
H7 1.0151 5.1602 -2.1324  0.548
H8 3.0504 5.4308 -4.1079  0.376
H9 2.7778 3.5170 -5.5582  0.224
H10 1.4656 1.8178 -4.7961  0.328
C9 -0.4944 -3.5451 1.9773  0.913
C10 -1.5853 -3.2774 2.7352  -0.217
C11 -2.0888 -4.2693 3.5303  -0.746
N3 -1.4584 -5.4912 3.6619  -0.638
C12 -0.3418 -5.7267 2.9269  -0.532
C13 0.1448 -4.7607 2.0193  -0.174
H11 -0.1348 -2.7941 1.2895  -0.143
H12 -2.1183 -2.3385 2.7063  0.387
H13 -2.7959 -4.0344 4.3122  0.448
H14 0.2326 -6.6240 3.1037  0.419
H15 1.0796 -4.9487 1.5122  0.268
C14 5.1290 1.8292 -2.2128  -0.201
C15 4.0917 1.6207 -1.3500  0.329
C16 4.2846 0.9453 -0.1516  -0.726
N4 5.5074 0.4806 0.2616  -0.610
C17 6.4760 0.7177 -0.6726  -0.436
C18 6.3355 1.4151 -1.8421  -0.435
H16 5.0088 2.4058 -3.1180  0.444
H17 3.1269 2.0858 -1.4892  0.328
H18 3.5032 0.9653 0.5937  0.518
H19 7.4529 0.3556 -0.3882  0.406
H20 7.1198 1.5708 -2.5680  0.390
C19 -1.2003 -0.6412 0.1601  0.980
C20 -1.1063 -0.5902 -1.2022  -1.415
C21 -0.0590 0.1649 -1.6917  -1.091
N5 0.7742 0.8639 -0.9034  0.494
C22 0.6465 0.8393 0.4466  -1.450
C23 -0.4060 0.0865 1.0601  -0.500
H21 -2.1225 -1.1034 0.4800  -0.476
H22 -1.8003 -1.1467 -1.8146  1.137
H23 0.2675 0.1527 -2.7211  0.640
H24 1.1377 1.6147 1.0158  0.532
H25 -0.5889 0.1787 2.1205  1.233
C24 -3.0787 -5.1177 -0.4456  -0.093
C25 -3.7097 -6.0287 -1.2844  -0.713
C26 -4.5717 -5.5212 -2.2594  -0.133
N6 -4.9898 -4.2223 -2.3165  -0.614
C27 -4.5847 -3.4029 -1.3720  -0.539
C28 -3.6445 -3.8202 -0.4303  0.321
H26 -2.3146 -5.2976 0.2962  0.410
H27 -3.4816 -7.0729 -1.4394  0.355
H28 -4.8802 -6.2865 -2.9562  0.319
H29 -4.8688 -2.3786 -1.5630  0.513
H30 -3.2728 -3.0194 0.1917  0.170
C29 -3.2191 1.6478 -3.4160  -0.060
C30 -3.8724 2.5502 -4.2540  -0.405
C31 -5.1082 2.1741 -4.8954  -0.384
N7 -5.7555 1.0432 -4.5585  -0.571
C32 -5.1828 0.2355 -3.6067  -0.380
C33 -3.9390 0.4671 -3.0712  0.470
H31 -2.2704 1.9230 -2.9794  0.331
H32 -3.4920 3.5492 -4.4077  0.406
H33 -5.6584 2.9038 -5.4708  0.366
H34 -5.7410 -0.6741 -3.4410  0.511
H35 -3.4355 -0.3451 -2.5681  -0.182
C34 3.4652 -0.8740 -3.6956  0.428
C35 3.2987 -0.9296 -5.0995  -0.657
C36 4.3499 -1.4920 -5.7804  -0.288
N8 5.3598 -2.2204 -5.2364  -0.603
C37 5.4142 -2.2602 -3.8697  -0.655
C38 4.5070 -1.5762 -3.0525  -0.285
H36 2.6986 -0.3046 -3.1911  0.349
H37 2.5628 -0.3743 -5.6620  0.386
H38 4.4364 -1.4123 -6.8540  0.364
H39 6.2742 -2.7287 -3.4142  0.409
H40 4.6898 -1.6187 -1.9890  0.509
C39 1.1911 -4.7702 -1.8412  -0.452
C40 2.1167 -5.8753 -1.7550  -0.647
C41 3.1949 -5.7325 -0.9089  -0.376
N9 3.4141 -4.6155 -0.2639  -0.575
C42 2.6452 -3.5510 -0.3141  -0.424
C43 1.5317 -3.5697 -1.1372  0.291
H41 0.2069 -4.6777 -2.2763  0.463
H42 1.9925 -6.7510 -2.3748  0.443
H43 3.9532 -6.4992 -0.8487  0.447
H44 2.6804 -2.7170 0.3712  0.632
H45 0.8227 -2.7551 -1.1354  0.210
C44 4.2500 4.5148 3.8345  -0.160
C45 3.5190 3.3959 4.2275  -0.827
C46 2.7165 2.8103 3.2569  -0.090
N10 2.6394 3.3312 2.0110  -0.063
C47 3.3745 4.4015 1.6421  -0.296
C48 4.2485 4.9665 2.5458  -0.841
H46 4.8691 4.9362 4.6127  0.353
H47 3.7701 2.9675 5.1866  0.405
H48 2.2597 1.8467 3.4279  0.383
H49 3.2300 4.8465 0.6688  0.575
H50 5.0073 5.6441 2.1833  0.399
C49 -6.1456 1.0576 0.7963  -0.552
C50 -6.4420 -0.1981 1.3772  -0.560
C51 -5.5207 -1.0063 1.9923  -0.304
N11 -4.2289 -0.5948 2.1445  -0.237
C52 -3.8603 0.6627 1.7081  0.043
C53 -4.7911 1.5119 0.9923  -0.571
H51 -6.9186 1.7114 0.4202  0.473
H52 -7.4421 -0.5833 1.2437  0.366
H53 -5.6839 -1.9379 2.5137  0.472
H54 -2.8606 1.0571 1.8151  0.395
H55 -4.4270 2.4099 0.5155  0.511
C54 -1.4326 -0.1581 7.0567  -0.278
C55 -0.4031 -0.8121 6.4203  -0.689
C56 0.2178 -0.1997 5.2996  -0.065
N12 -0.1908 0.9832 4.8070  0.050
C57 -1.1384 1.6147 5.4828  0.003
C58 -1.8248 1.0711 6.6203  -0.836
H56 -1.7702 -0.5389 8.0093  0.383
H57 -0.0216 -1.7593 6.7720  0.412
H58 1.0493 -0.7928 4.9487  0.362
H59 -1.5484 2.5289 5.0797  0.322
H60 -2.7259 1.4902 7.0432  0.389

Forces on atoms 1 to 2 (eV/Å):
C -2.7 -1.6 2.1
C 0.4 2.7 -0.6